Entry 1:
86
Properties=species:S:1:pos:R:3 method="wB97M-V/def2-TZVPD" e_homo_ev="-4.02 / -4.02" total_charge=-1 e_tot_ev=-52328.35490 s2=2.008 multiplicity=3 orbital_gap_ha="0.2329 / 0.2297"
O -6.37 0.15 1.54
C -5.55 1.28 1.28
C -4.54 1.00 0.20
O -5.10 1.28 -1.07
C -4.80 0.31 -2.03
O -5.50 -0.86 -1.76
C -4.81 -2.02 -2.28
P -3.66 -2.91 -1.05
O -2.46 -1.65 -1.26
C -1.56 -1.55 -0.21
C -1.45 -2.98 0.41
O -2.57 -3.70 0.10
H -6.38 -0.40 0.74
H -5.00 1.47 2.20
H -6.16 2.13 0.99
H -4.25 -0.04 0.31
H -3.64 1.59 0.38
H -5.13 0.74 -2.98
H -3.73 0.13 -2.09
H -5.58 -2.74 -2.53
H -4.28 -1.79 -3.20
H -3.05 -3.56 -2.21
H -4.56 -4.02 -0.85
H -4.27 -2.26 0.09
H -0.61 -1.22 -0.62
H -1.86 -0.85 0.58
H -1.24 -2.85 1.47
H -0.56 -3.40 -0.05
C 4.57 -4.26 -0.62
C 3.44 -3.37 -0.06
C 3.95 -1.94 0.11
C 4.97 -1.82 1.24
C 4.41 -2.37 2.55
C 3.78 -3.77 2.44
N 2.92 -3.90 1.23
O 1.75 -3.42 1.46
C 4.88 -4.85 2.44
C 2.95 -4.03 3.69
C 2.34 -3.41 -1.11
H 4.76 -4.00 -1.66
H 5.53 -4.14 -0.11
H 4.30 -5.32 -0.58
H 3.10 -1.28 0.32
H 4.38 -1.60 -0.83
H 5.90 -2.32 0.98
H 5.22 -0.76 1.38
H 5.20 -2.40 3.31
H 3.65 -1.67 2.92
H 4.44 -5.83 2.26
H 5.37 -4.89 3.42
H 5.66 -4.69 1.71
H 2.22 -3.24 3.87
H 3.61 -4.06 4.56
H 2.42 -4.98 3.63
H 1.97 -4.43 -1.24
H 2.74 -3.06 -2.06
H 1.50 -2.78 -0.85
C -0.21 3.58 -2.67
C -0.36 3.19 -1.19
C -1.74 3.61 -0.69
C -1.90 5.12 -0.57
C -0.79 5.73 0.29
C 0.63 5.28 -0.08
N 0.70 3.81 -0.34
O 0.82 3.16 0.77
C 1.15 6.06 -1.31
C 1.57 5.64 1.06
C -0.24 1.67 -1.16
H -0.83 2.93 -3.28
H -0.53 4.60 -2.89
H 0.83 3.47 -3.00
H -1.92 3.16 0.29
H -2.51 3.20 -1.35
H -1.90 5.59 -1.56
H -2.86 5.36 -0.13
H -0.83 6.82 0.24
H -0.98 5.46 1.33
H 2.11 5.67 -1.63
H 1.29 7.11 -1.05
H 0.47 6.04 -2.16
H 1.24 5.24 2.01
H 1.62 6.73 1.15
H 2.58 5.27 0.87
H 0.75 1.36 -1.52
H -1.00 1.23 -1.80
H -0.38 1.26 -0.16

=====

Entry 2:
94
Properties=species:S:1:pos:R:3 method="wB97M-V/def2-TZVPD" e_homo_ev=-4.42 total_charge=-1 e_tot_ev=-144763.66738 orbital_gap_ha=0.2396
C -1.45 0.24 0.56
C -0.90 1.40 1.35
O -0.63 2.53 0.51
C 0.26 1.04 2.27
Nb 2.16 0.08 1.52
O 1.27 -1.57 0.73
C 3.38 1.74 2.49
C 4.36 1.34 3.61
C 3.85 1.29 5.04
Br 2.35 2.45 5.46
C 2.10 1.36 -0.39
C 1.37 0.89 -1.56
O 0.42 1.45 -2.09
Cl 1.92 -0.63 -2.35
C 2.21 -1.12 3.54
O 3.01 -2.02 3.70
N 1.22 -0.90 4.60
C 1.41 -1.64 5.76
O 2.30 -1.62 6.56
F 0.40 -2.52 5.93
P 4.42 -0.86 0.80
C 4.40 -2.15 -0.51
C 5.70 0.37 0.31
H -1.28 -0.66 1.12
H -2.51 0.38 0.45
H -1.04 0.16 -0.44
H -1.71 1.71 2.01
H -0.95 3.29 0.97
H 0.55 1.98 2.75
H -0.17 0.45 3.07
H 1.70 -2.33 1.13
H 3.99 2.10 1.67
H 2.72 2.55 2.76
H 4.74 0.35 3.41
H 5.23 2.00 3.58
H 4.63 1.58 5.71
H 3.59 0.29 5.33
H 3.14 1.44 -0.69
H 1.78 2.36 -0.15
H 1.07 0.08 4.80
H 5.26 -2.80 -0.40
H 3.51 -2.75 -0.43
H 4.47 -1.71 -1.49
H 6.65 -0.13 0.15
H 5.45 0.90 -0.61
H 5.84 1.06 1.12
C -6.31 -4.94 2.44
O -6.66 -3.92 3.35
C -6.35 -4.19 4.71
C -5.19 -3.36 5.20
N -3.93 -3.77 4.60
C -2.80 -2.87 4.82
C -2.91 -1.43 4.33
O -2.89 -1.27 2.93
C -4.13 -1.49 2.28
H -6.81 -4.73 1.50
H -5.23 -4.98 2.26
H -6.65 -5.92 2.80
H -6.16 -5.26 4.86
H -7.24 -3.92 5.29
H -5.11 -3.47 6.29
H -5.42 -2.31 5.00
H -4.06 -3.89 3.61
H -1.93 -3.31 4.33
H -2.58 -2.85 5.89
H -2.01 -0.91 4.68
H -3.76 -0.89 4.76
H -4.97 -1.16 2.89
H -4.26 -2.54 2.00
H -4.12 -0.91 1.35
C 0.23 3.37 -10.06
O 1.35 3.24 -9.22
C 1.47 4.24 -8.21
C 1.16 3.70 -6.83
N -0.25 3.38 -6.67
C -0.57 2.62 -5.46
C 0.07 1.25 -5.25
O -0.38 0.24 -6.14
C 0.24 0.23 -7.41
H 0.38 2.71 -10.91
H -0.70 3.07 -9.56
H 0.12 4.40 -10.42
H 0.83 5.10 -8.44
H 2.51 4.58 -8.23
H 1.44 4.46 -6.09
H 1.81 2.83 -6.67
H -0.56 2.86 -7.48
H -1.66 2.47 -5.47
H -0.35 3.24 -4.59
H -0.23 0.92 -4.26
H 1.16 1.30 -5.23
H 1.29 0.53 -7.35
H -0.28 0.88 -8.12
H 0.19 -0.79 -7.80